# 1
Formula: C30H42HgN10O3PS4
Source: the Open Molecules 2025 dataset
Level of theory: ωB97M-V/def2-TZVPD

As for the multiplicity: 2. The calculation puts the largest force on an atom at 2.28 eV/A. Its expectation value of S² is 0.7702. Its relative energy (zero: lowest compared OMol25 entry of this formula, charge and spin) is 173.5 kJ/mol. Its HOMO energy (spin up / spin down) is -12.37 / -12.37 eV. As for the charge: +2.

```
91
Properties=species:S:1:pos:R:3:lowdin_charge:R:1
N -4.66 -1.35 0.67 -0.127
H -2.37 -3.15 -3.45 0.113
N -0.22 -1.02 -3.89 -0.095
H -1.26 -7.00 -4.91 0.125
Hg -0.15 -0.25 0.65 0.759
C 3.51 0.03 0.66 -0.494
N 1.04 -0.56 -3.91 0.144
C -1.88 -5.13 -4.06 -0.129
H 3.11 -0.16 1.66 0.068
H -2.49 4.51 1.36 0.159
C -6.12 -5.84 1.70 -0.042
H -1.83 3.74 -3.14 0.114
C -4.99 -4.05 -0.07 0.024
C -6.20 -4.47 1.94 -0.025
C 2.28 3.11 2.57 -0.336
N -3.13 3.72 1.23 0.148
C 3.44 1.51 0.30 -0.584
C -5.75 -2.08 1.31 -0.057
H -6.58 -6.53 2.39 0.117
H -3.45 0.58 -1.46 0.093
N -2.67 -0.76 0.03 0.023
C -5.65 -3.57 1.05 -0.197
H -6.71 -4.12 2.83 0.121
P -1.51 3.30 -0.71 0.350
N -4.86 -0.45 -0.30 0.127
C -1.13 -5.92 -4.94 0.006
O -0.83 4.59 -0.48 -0.312
C -0.81 -1.64 -5.08 -0.060
H -1.14 -3.87 2.11 0.063
H 3.69 -3.03 -0.46 0.088
H -3.91 2.63 -0.42 0.083
H 1.45 3.81 2.52 0.058
C -0.76 -0.82 -2.68 -0.147
N -3.82 -7.09 -1.80 0.129
H 0.56 -3.48 -6.55 0.120
C 1.65 -3.58 -0.37 -0.513
H 0.13 -2.90 3.93 0.072
H 1.32 -2.18 2.85 0.044
H -0.19 -1.34 -5.92 0.129
H -4.55 -3.37 -0.80 0.120
H -5.72 -1.89 2.38 0.135
N -2.97 -7.00 -2.86 0.129
H -2.63 2.90 1.60 0.152
H 0.59 2.29 -2.22 0.096
C -3.35 -1.52 0.87 -0.177
C -0.89 -3.15 -5.00 -0.202
H 3.13 1.59 3.84 0.071
H 4.21 2.07 0.84 0.079
H 4.54 -0.31 0.60 0.091
C -4.87 -5.42 -0.30 -0.128
H -1.81 -1.23 -5.22 0.137
O -3.43 -4.97 -2.20 0.117
C 1.23 -0.11 -2.70 -0.346
H 0.33 -5.93 -6.50 0.118
N 0.13 -0.23 -1.90 -0.023
C -2.75 -5.75 -3.08 -0.283
H 1.86 -4.60 -0.03 0.088
S -0.06 -3.21 0.14 0.801
C 2.24 2.13 3.55 -0.005
S 2.56 -0.93 -0.56 0.884
C -0.13 -3.94 -5.85 -0.020
H -5.37 -7.38 0.39 0.125
H -4.00 3.88 1.75 0.178
S 1.85 2.32 0.63 0.761
C -1.76 -3.75 -4.11 0.021
H 1.31 1.82 4.00 0.056
C 2.79 -2.65 0.03 -0.455
H -1.67 1.99 -2.85 0.085
N 0.15 3.10 -2.68 0.151
C -0.10 -3.57 1.93 -0.525
C -1.34 2.97 -2.54 -0.159
H 0.41 3.94 -2.12 0.141
C -3.64 -0.12 -0.66 -0.249
C -0.26 -5.32 -5.82 -0.039
H 1.58 -3.59 -1.46 0.072
H 3.24 3.54 2.31 0.068
C 0.28 -2.49 2.93 -0.672
H 0.54 -4.44 2.08 0.087
H 3.63 1.64 -0.77 0.059
H 0.49 3.18 -3.63 0.176
C -5.45 -6.32 0.58 0.003
O -1.05 2.09 0.04 -0.469
H -1.76 -1.07 -2.40 0.111
H -3.75 4.40 -0.69 0.114
H 2.96 -2.64 1.11 0.078
H -6.68 -1.67 0.90 0.140
S -0.74 -0.99 2.87 0.447
H 2.17 0.31 -2.37 0.045
C -3.30 3.52 -0.24 -0.158
C -4.08 -5.87 -1.43 -0.278
H -2.94 -2.18 1.61 0.098
```

# 2
Formula: C15H16N6RhSe
Source: the Open Molecules 2025 dataset
Level of theory: ωB97M-V/def2-TZVPD

As for the multiplicity: 1. The calculation puts the largest force on an atom at 2.20 eV/A. Its relative energy (zero: lowest compared OMol25 entry of this formula, charge and spin) is 152.4 kJ/mol. Its HOMO energy is -17.60 eV. As for the charge: +3.

```
39
Properties=species:S:1:pos:R:3:lowdin_charge:R:1
H 0.25 1.65 3.22 0.131
N 3.41 -3.06 -3.08 -0.192
C 3.85 0.70 -0.94 0.035
H 2.72 2.05 0.30 0.137
H -1.33 -4.21 -2.11 0.152
H -2.73 -0.98 0.37 0.133
H -3.10 3.83 0.88 0.150
H -0.40 0.14 3.30 0.135
H -3.18 -3.13 -0.79 0.144
C -2.56 2.92 1.13 -0.203
H 4.67 -0.86 -2.18 0.152
H -3.27 2.10 1.03 0.128
Rh -0.25 0.95 0.67 1.235
C 0.25 -1.44 -0.97 -0.133
C -1.18 -3.27 -1.58 0.104
H -0.84 3.52 0.15 0.131
C 2.61 -1.23 -1.68 -0.041
N 1.58 0.42 -0.30 -0.007
C 1.51 -0.74 -0.99 -0.138
H 4.76 1.29 -0.89 0.144
C -1.82 1.64 3.21 -0.203
C 3.80 -0.49 -1.65 0.106
C 2.47 -2.48 -2.39 -0.326
N -1.46 2.71 0.15 -0.007
C 2.71 1.13 -0.27 -0.052
C 1.20 -3.19 -2.38 -0.327
H -1.84 2.65 -0.80 0.135
C -1.96 -1.47 -0.21 -0.055
H -1.11 3.59 2.59 0.130
C 0.07 -2.65 -1.65 -0.040
H -2.77 3.56 3.16 0.144
N -0.50 1.06 2.86 -0.007
C -2.04 3.01 2.56 -0.158
H -1.89 1.74 4.30 0.150
N 1.18 -4.30 -3.05 -0.192
C -2.20 -2.68 -0.86 0.034
N -0.77 -0.88 -0.27 0.003
H -2.60 0.94 2.92 0.128
Se 2.77 -4.55 -3.76 1.338
```

# 3
Formula: C4H9NO2
Source: the Open Molecules 2025 dataset
Level of theory: ωB97M-V/def2-TZVPD

As for the multiplicity: 1. The calculation puts the largest force on an atom at 0.66 eV/A. Its relative energy (zero: lowest compared OMol25 entry of this formula, charge and spin) is 318.2 kJ/mol. As for the SMILES: COC/C(C)=N\O. Its HOMO energy is -9.61 eV. As for the charge: 0.

```
16
Properties=species:S:1:pos:R:3:lowdin_charge:R:1
H -1.30 2.43 -1.25 0.094
C 1.95 0.29 -0.26 -0.107
H 2.95 -0.14 -0.36 0.091
C 0.09 0.18 1.18 -0.169
H -1.24 -2.28 0.58 0.082
O 1.33 -0.40 0.80 -0.183
H -0.34 -1.92 -0.86 0.081
H -0.16 -0.28 2.14 0.133
C -0.94 -0.14 0.12 -0.325
H 2.03 1.36 -0.04 0.093
C -1.18 -1.58 -0.26 -0.036
H 1.41 0.17 -1.21 0.090
H 0.19 1.27 1.32 0.116
N -1.50 0.69 -0.67 0.031
O -1.19 2.02 -0.39 -0.071
H -2.10 -1.65 -0.84 0.079
```